C5H11Bi2ClF3O3S as an isolated structure at a distorted geometry, computed with the ωB97M-V functional and the def2-TZVPD basis.

Last column: natural (NBO) charge in e.
Element x y z (Å)
F1 2.0112 -2.9491 3.2167  -0.34
H1 -3.7714 0.9086 0.3735  0.17
H2 1.2922 2.1685 0.2623  0.24
Cl1 0.8415 0.4398 -1.5991  -0.59
C1 -1.2997 -1.7022 -2.7023  -0.99
S1 2.4297 -0.3964 2.2327  2.26
C2 0.4513 2.1820 0.9652  -1.04
O1 3.6465 0.3809 2.0375  -0.92
C3 -1.7939 1.6744 -3.2993  -1.00
H3 -0.2185 2.9791 0.6043  0.21
H4 -0.5444 -1.4951 -3.4873  0.24
O2 1.4460 0.0933 3.2275  -0.97
O3 1.6849 -1.0026 1.0211  -0.97
Bi1 -0.5030 0.1181 1.2454  0.96
C4 3.0285 -2.0293 3.1347  0.72
F2 4.0966 -2.6242 2.4986  -0.34
C5 -3.0019 0.0924 0.3359  -1.12
H5 -1.4173 2.6352 -2.8869  0.24
H6 0.9411 2.3554 1.9353  0.22
H7 -2.9189 1.6300 -3.2710  0.21
H8 -3.4465 -0.9124 0.5886  0.18
H9 -2.3541 -1.7249 -3.0634  0.20
Bi2 -1.5819 0.2197 -1.6126  1.30
H10 -1.2782 1.2039 -4.1760  0.23
H11 -1.1232 -2.5243 -1.9876  0.24
F3 3.3833 -1.7207 4.4062  -0.33

Forces on the atoms, in the same order (eV/Å):
F 1.2372 0.9574 -0.2116
H 0.5131 -0.6341 -0.1372
H -0.4014 -0.4975 -0.0232
Cl 2.6781 0.2407 -1.3674
C -1.2654 0.3766 -0.2319
S -0.9242 -2.2800 -0.1031
C 0.4382 0.2640 0.0769
O -1.4964 -0.8541 -0.1480
C -0.9941 -0.3388 0.1731
H 0.0833 -0.2504 0.5897
H -0.5303 -0.5118 0.5960
O 1.5013 -0.1668 -1.1266
O 2.8554 1.5861 2.6319
Bi -1.7483 0.1094 0.5195
C -0.2947 0.1679 -0.4425
F -1.3072 0.6588 0.9047
C -0.6476 0.3654 0.5969
H -0.1190 -0.7296 -0.7121
H -0.6848 0.4101 -0.0711
H 1.0487 0.5089 -0.9251
H 0.3714 0.7497 -0.4500
H 0.8311 -0.7306 -0.3898
Bi -0.7432 -0.3883 1.0563
H -0.6365 0.8970 0.7065
H 0.1960 0.4803 -0.5619
F 0.0393 -0.3902 -0.9500

Summary:
Kohn-Sham gap (alpha / beta): 5.69 / 5.67 eV
Charge: -1
Lowest unoccupied orbital energy (alpha / beta): 2.63 / 2.50 eV
Energy relative to the best compared isomer or geometry (same formula, charge and spin): 203.01 kJ/mol
Energy: -2009.8846 Ha